Run 1
# C12H24Cl12

A cluster of 6 separate species, C12H24Cl12 in total (wB97M-V/def2-TZVPD, the OMol25 dataset).

LUMO level ... 0.39 eV
Gap between HOMO and LUMO ... 11.00 eV
SMILES string ... ClCCCl.ClCCCl.ClCCCl.ClCCCl.ClCCCl.ClCCCl
HOMO energy ... -10.61 eV

Last columns: bonded neighbours and bond lengths (Å).
Cartesian coordinates (Å):
1 Cl -2.7466 -0.4219 10.2013  C2 1.801
2 C -0.9520 -0.4295 10.0550  Cl1 1.801, C3 1.529, H5 1.090, H6 1.090
3 C -0.4723 -1.8771 9.9516  C2 1.529, Cl4 1.781, H7 1.090, H8 1.090
4 Cl -1.0148 -2.8672 11.3288  C3 1.781
5 H -0.6568 0.0040 11.0106  C2 1.090
6 H -0.6624 0.2691 9.2700  C2 1.090
7 H 0.6175 -1.8544 9.9527  C3 1.090
8 H -0.8697 -2.2346 9.0017  C3 1.090
9 Cl -2.3172 -8.3882 -0.2365  C10 1.739
10 C -2.3610 -8.1192 1.4812  Cl9 1.739, C11 1.535, H13 1.090, H14 1.090
11 C -0.8971 -7.8449 1.8540  C10 1.535, Cl12 1.785, H15 1.090, H16 1.090
12 Cl -0.6252 -8.0957 3.6005  C11 1.785
13 H -2.5025 -9.1168 1.8969  C10 1.090
14 H -2.9672 -7.2658 1.7851  C10 1.090
15 H -0.6328 -6.8002 1.6901  C11 1.090
16 H -0.2398 -8.5151 1.3001  C11 1.090
17 Cl 0.8268 3.6028 -8.0076  C18 1.801
18 C 1.8896 4.5032 -9.1500  Cl17 1.801, C19 1.604, H21 1.090, H22 1.090
19 C 1.1304 5.0308 -10.4607  C18 1.604, Cl20 1.784, H23 1.090, H24 1.090
20 Cl -0.2351 6.0128 -9.8655  C19 1.784
21 H 2.7872 3.9047 -9.3064  C18 1.090
22 H 2.2839 5.3776 -8.6323  C18 1.090
23 H 0.7272 4.3076 -11.1696  C19 1.090
24 H 1.9342 5.5251 -11.0063  C19 1.090
25 Cl 0.1409 1.1228 2.6191  C26 1.760
26 C -0.5793 1.6680 1.1089  Cl25 1.760, C27 1.516, H29 1.090, H30 1.090
27 C 0.2514 1.2224 -0.0784  C26 1.516, Cl28 1.797, H31 1.090, H32 1.090
28 Cl -0.0806 -0.5228 -0.3510  C27 1.797
29 H -0.5259 2.7565 1.1313  C26 1.090
30 H -1.6341 1.4213 0.9880  C26 1.090
31 H 1.3218 1.3140 0.1055  C27 1.090
32 H 0.0057 1.7214 -1.0158  C27 1.090
33 Cl -5.2942 3.4550 -4.4029  C34 1.766
34 C -5.6734 3.2814 -6.1190  Cl33 1.766, C35 1.522, H37 1.090, H38 1.090
35 C -7.1190 2.8450 -6.3110  C34 1.522, Cl36 1.805, H39 1.090, H40 1.090
36 Cl -7.5670 2.4852 -8.0217  C35 1.805
37 H -4.9961 2.5214 -6.5087  C34 1.090
38 H -5.3489 4.1491 -6.6934  C34 1.090
39 H -7.7928 3.6526 -6.0250  C35 1.090
40 H -7.2655 1.9265 -5.7426  C35 1.090
41 Cl 6.9922 -0.9286 5.3376  C42 1.799
42 C 7.1623 0.4146 4.1528  Cl41 1.799, C43 1.516, H45 1.090, H46 1.090
43 C 7.9575 -0.1622 2.9982  C42 1.516, Cl44 1.750, H47 1.090, H48 1.090
44 Cl 7.0236 -1.2205 1.9635  C43 1.750
45 H 7.6694 1.2243 4.6774  C42 1.090
46 H 6.1802 0.8231 3.9145  C42 1.090
47 H 8.9063 -0.6225 3.2739  C43 1.090
48 H 8.2212 0.7448 2.4543  C43 1.090


Run 2
# C12H24Cl12

A cluster of 6 separate species, C12H24Cl12 in total (wB97M-V/def2-TZVPD, the OMol25 dataset).

LUMO level ... 0.33 eV
Gap between HOMO and LUMO ... 10.92 eV
SMILES string ... ClCCCl.ClCCCl.ClCCCl.ClCCCl.ClCCCl.ClCCCl
HOMO energy ... -10.60 eV

Last columns: bonded neighbours and bond lengths (Å).
Cartesian coordinates (Å):
1 Cl 1.8572 3.5358 3.4881  C2 1.781
2 C 2.3144 1.8502 3.8384  Cl1 1.781, C3 1.495, H5 1.089, H6 1.088
3 C 3.2166 1.7531 5.0270  C2 1.495, Cl4 1.784, H7 1.087, H8 1.089
4 Cl 2.3650 2.1343 6.5470  C3 1.784
5 H 2.8303 1.4651 2.9604  C2 1.089
6 H 1.4065 1.2771 4.0131  C2 1.088
7 H 4.0733 2.4144 4.9250  C3 1.087
8 H 3.5882 0.7342 5.1296  C3 1.089
9 Cl 0.4065 -1.2444 3.7681  C10 1.784
10 C -1.1579 -1.7217 4.4815  Cl9 1.784, C11 1.504, H13 1.086, H14 1.089
11 C -2.3090 -1.1728 3.6850  C10 1.504, Cl12 1.790, H15 1.088, H16 1.087
12 Cl -2.3136 0.6158 3.6261  C11 1.790
13 H -1.1723 -1.3938 5.5163  C10 1.086
14 H -1.1932 -2.8090 4.4384  C10 1.089
15 H -3.2604 -1.4615 4.1260  C11 1.088
16 H -2.2721 -1.5297 2.6586  C11 1.087
17 Cl -2.8150 3.7801 -5.1574  C18 1.783
18 C -1.5417 3.7485 -3.9095  Cl17 1.783, C19 1.508, H21 1.086, H22 1.087
19 C -2.0210 4.5134 -2.7020  C18 1.508, Cl20 1.778, H23 1.086, H24 1.088
20 Cl -0.8118 4.4031 -1.4037  C19 1.778
21 H -0.6444 4.1920 -4.3313  C18 1.086
22 H -1.3370 2.7107 -3.6597  C18 1.087
23 H -2.9601 4.1195 -2.3253  C19 1.086
24 H -2.1543 5.5643 -2.9493  C19 1.088
25 Cl -2.7297 -2.9860 -4.6991  C26 1.780
26 C -1.9312 -2.1049 -3.3743  Cl25 1.780, C27 1.504, H29 1.087, H30 1.088
27 C -2.3633 -0.6646 -3.3837  C26 1.504, Cl28 1.795, H31 1.086, H32 1.085
28 Cl -1.2215 0.2967 -2.3868  C27 1.795
29 H -0.8550 -2.2087 -3.4891  C26 1.087
30 H -2.2103 -2.5861 -2.4392  C26 1.088
31 H -3.3343 -0.5609 -2.9092  C27 1.086
32 H -2.3729 -0.2544 -4.3879  C27 1.085
33 Cl -0.1271 -4.7476 -1.1220  C34 1.794
34 C 1.4240 -3.9384 -1.5213  Cl33 1.794, C35 1.501, H37 1.087, H38 1.085
35 C 2.1319 -4.6186 -2.6568  C34 1.501, Cl36 1.788, H39 1.087, H40 1.088
36 Cl 1.2214 -4.4514 -4.1865  C35 1.788
37 H 2.0108 -3.9580 -0.6062  C34 1.087
38 H 1.1743 -2.9105 -1.7646  C34 1.085
39 H 2.2865 -5.6770 -2.4614  C35 1.087
40 H 3.1037 -4.1597 -2.8288  C35 1.088
41 Cl 3.0735 1.9473 0.1965  C42 1.772
42 C 1.3479 1.6484 -0.0736  Cl41 1.772, C43 1.496, H45 1.090, H46 1.089
43 C 0.8297 0.4644 0.6798  C42 1.496, Cl44 1.785, H47 1.087, H48 1.088
44 Cl 1.7131 -1.0334 0.2759  C43 1.785
45 H 1.1690 1.5389 -1.1427  C42 1.090
46 H 0.8289 2.5496 0.2483  C42 1.089
47 H -0.2326 0.3281 0.4932  C43 1.087
48 H 0.9692 0.6081 1.7487  C43 1.088


Stability summary - winner: run 2; margin: 0.0671 hartree.


Run 1
# C4H14O2S

A cluster of 3 separate species, C4H14O2S in total (wB97M-V/def2-TZVPD, the OMol25 dataset).

Multiplicity ... 2
LUMO level (spin up / spin down) ... -4.27 / -9.12 eV
Charge ... +1
Gap between HOMO and LUMO (spin up / spin down) ... 10.76 / 5.91 eV
⟨S²⟩ ... 0.7540
HOMO energy (spin up / spin down) ... -15.03 / -15.03 eV

Last columns: bonded neighbours and bond lengths (Å).
Cartesian coordinates (Å):
1 C 1.7350 -0.8227 -2.1962  C2 1.562, H6 1.147, H7 1.114, H8 1.054
2 C 0.6934 -1.3442 -1.1553  C1 1.562, C3 1.508, H9 1.068, H10 1.188
3 C -0.0074 -0.1049 -0.6586  C2 1.508, C4 1.538, H11 1.109, H12 1.076
4 C -1.2814 -0.3331 0.1721  C3 1.538, S5 1.878, H13 1.157, H14 1.084
5 S -1.9037 1.3841 0.6098  C4 1.878, H15 1.333
6 H 2.3432 -1.6963 -2.6231  C1 1.147
7 H 1.2086 -0.3799 -3.0726  C1 1.114
8 H 2.3004 -0.1878 -1.5739  C1 1.054
9 H 1.2052 -2.0075 -0.4937  C2 1.068
10 H -0.0978 -2.0470 -1.6955  C2 1.188
11 H -0.1165 0.6061 -1.5022  C3 1.109
12 H 0.7454 0.3637 -0.0495  C3 1.076
13 H -1.2069 -0.9068 1.1737  C4 1.157
14 H -2.0086 -0.8565 -0.4383  C4 1.084
15 H -1.8998 1.7972 -0.6577  S5 1.333
16 H -0.0398 3.7497 0.4548  O18 0.975
17 H -0.4969 3.1206 1.7097  O18 0.958
18 O 0.3163 3.4148 1.2982  H16 0.975, H17 0.958
19 H -0.4420 -1.6671 4.2263  O21 0.952
20 H -0.8861 -0.7142 3.1051  O21 1.011
21 O -0.1608 -1.3686 3.3667  H19 0.952, H20 1.011


Run 2
# C4H14O2S

A cluster of 3 separate species, C4H14O2S in total (wB97M-V/def2-TZVPD, the OMol25 dataset).

Multiplicity ... 2
LUMO level (spin up / spin down) ... -3.05 / -8.03 eV
Charge ... +1
Gap between HOMO and LUMO (spin up / spin down) ... 11.73 / 6.75 eV
⟨S²⟩ ... 0.7530
HOMO energy (spin up / spin down) ... -14.78 / -14.78 eV

Last columns: bonded neighbours and bond lengths (Å).
Cartesian coordinates (Å):
1 C -2.9725 -0.5250 1.5685  C2 1.538, H6 1.088, H7 1.096, H8 1.074
2 C -2.3202 -0.6124 0.1781  C1 1.538, C3 1.557, H9 1.082, H10 1.095
3 C -0.7670 -0.5140 0.1467  C2 1.557, S4 1.775, H11 1.088, H12 1.089
4 S -0.2104 -0.2671 -1.5204  C3 1.775, C5 1.778
5 C 1.2282 0.7210 -1.1834  S4 1.778, H13 1.080, H14 1.075, H15 1.103
6 H -2.3593 -1.0006 2.3317  C1 1.088
7 H -3.8792 -1.1390 1.5334  C1 1.096
8 H -3.2220 0.5052 1.7394  C1 1.074
9 H -2.6001 -1.5139 -0.3516  C2 1.082
10 H -2.6446 0.2390 -0.4300  C2 1.095
11 H -0.4624 0.2440 0.8647  C3 1.088
12 H -0.2981 -1.4195 0.5279  C3 1.089
13 H 1.0527 1.4140 -0.3735  C5 1.080
14 H 1.6988 1.0542 -2.0911  C5 1.075
15 H 1.9902 -0.0029 -0.8481  C5 1.103
16 H 3.5193 -1.4159 -2.8713  O18 0.969
17 H 2.1121 -1.8789 -2.5399  O18 0.969
18 O 2.5921 -1.2464 -3.0947  H16 0.969, H17 0.969
19 H 2.7983 2.6070 1.4121  O21 0.961
20 H 2.3903 2.6441 2.8992  O21 0.962
21 O 2.3536 2.1073 2.1023  H19 0.961, H20 0.962


Stability summary - winner: run 2; margin: 0.0585 hartree.


Run 1
# CH4ClN3

A cluster of 2 separate species, CH4ClN3 in total (wB97M-V/def2-TZVPD, the OMol25 dataset).

LUMO level ... 0.25 eV
Gap between HOMO and LUMO ... 8.42 eV
HOMO energy ... -8.17 eV

Last columns: bonded neighbours and bond lengths (Å).
Cartesian coordinates (Å):
1 C -0.7214 0.4570 0.4552  N3 1.331, N4 1.211
2 N -2.4301 -1.2344 0.1884  N4 1.243, H6 1.083
3 N 0.3792 1.1085 0.0881  C1 1.331, H7 1.070, H8 0.993
4 N -1.5340 -0.3756 0.1171  C1 1.211, N2 1.243
5 Cl 3.3576 -0.1965 0.0579  H9 1.337
6 H -3.3972 -0.7782 0.0163  N2 1.083
7 H 0.6049 1.0756 -0.9569  N3 1.070
8 H 1.1017 0.9569 0.7526  N3 0.993
9 H 2.6392 -1.0132 -0.7187  Cl5 1.337


Run 2
# CH4ClN3

A cluster of 2 separate species, CH4ClN3 in total (wB97M-V/def2-TZVPD, the OMol25 dataset).

LUMO level ... -0.43 eV
Gap between HOMO and LUMO ... 8.99 eV
HOMO energy ... -9.42 eV

Last columns: bonded neighbours and bond lengths (Å).
Cartesian coordinates (Å):
1 C 0.5886 -1.0325 0.5469  N3 1.314, N4 1.258
2 N -0.5094 0.4377 -1.2012  N4 1.285, H6 1.107
3 N 1.4571 -0.8978 1.5243  C1 1.314, H7 1.029, H8 0.993
4 N 0.1279 -0.3153 -0.3782  C1 1.258, N2 1.285
5 Cl -3.0607 1.8206 -0.9252  H9 1.506
6 H -0.3826 0.3946 -2.2999  N2 1.107
7 H 1.5823 -1.4136 2.4058  N3 1.029
8 H 1.9670 -0.0535 1.4050  N3 0.993
9 H -1.7702 1.0598 -1.0775  Cl5 1.506


Stability summary - winner: run 1; margin: 0.0048 hartree.